P) Formula: C2H3N2PS
Source: the OMol25 dataset
Level of theory: ωB97M-V/def2-TZVPD

Atoms and positions in Å:
C: 1.63 0.80 -0.06
C: -0.32 -0.30 0.11
N: 0.34 0.82 0.08
N: 0.93 -1.68 -0.12
P: -2.10 -0.70 -0.23
S: 2.21 -0.87 -0.09
H: 2.28 1.63 0.11
H: -2.21 0.59 -0.71
H: -2.74 -0.28 0.91

Calculated values
Orbital gap (spin up / spin down), eV: 8.462 / 8.461
M, g mol⁻¹: 118.1
Lowest unoccupied orbital energy (spin up / spin down), eV: -0.278 / -0.279
HOMO (spin up / spin down), Eh: -0.321 / -0.321
Multiplicity: 1

=====

Q) Formula: C2H3N2PS
Source: the OMol25 dataset
Level of theory: ωB97M-V/def2-TZVPD

Atoms and positions in Å:
C: 1.39 -0.89 0.65
C: -0.78 -0.28 -0.23
N: 0.15 -0.73 0.40
N: 2.26 1.66 -0.23
P: -2.22 0.68 0.16
S: 2.77 0.31 0.03
H: 1.72 -1.96 0.64
H: -3.03 -0.31 -0.28
H: -2.25 1.52 -1.14

Calculated values
Orbital gap (spin up / spin down), eV: 7.101 / 7.103
M, g mol⁻¹: 118.1
Lowest unoccupied orbital energy (spin up / spin down), eV: -0.794 / -0.793
HOMO (spin up / spin down), Eh: -0.290 / -0.290
Multiplicity: 1

=====

Most stable of them? P).

=====

P) Formula: C19H23N3O2
Source: the OMol25 dataset
Level of theory: ωB97M-V/def2-TZVPD

Atoms and positions in Å:
O: -1.58 -0.31 -5.35
O: -3.85 -2.67 0.62
N: 0.14 -0.17 -3.85
C: -1.15 -0.47 -4.21
C: -3.04 -1.78 0.29
C: -1.69 -1.15 -1.87
C: -2.92 -1.53 -1.14
C: -3.94 -1.53 -2.06
C: -2.05 -0.90 -3.15
C: 0.84 0.62 -4.64
C: -1.54 -2.00 2.36
C: -1.73 0.11 1.24
C: -0.62 -1.47 3.25
C: -0.79 0.66 2.11
C: -2.06 -1.24 1.29
C: -0.20 -0.11 3.14
N: -3.39 -1.16 -3.34
N: 2.12 1.01 -4.33
C: 2.70 0.64 -3.03
C: 2.96 1.69 -5.36
C: 2.00 1.27 3.23
C: 1.60 -0.55 4.87
C: 0.30 1.58 5.00
C: 0.89 0.53 4.06
H: -0.68 -1.05 -1.46
H: -5.00 -1.78 -1.85
H: 0.45 0.94 -5.59
H: -1.78 -3.07 2.39
H: -2.20 0.79 0.51
H: -0.19 -2.15 4.00
H: -0.49 1.70 2.06
H: -3.87 -1.05 -4.23
H: 3.67 1.06 -2.92
H: 2.10 1.00 -2.19
H: 2.75 -0.45 -2.99
H: 2.36 2.35 -6.00
H: 3.72 2.31 -4.90
H: 3.49 0.92 -6.02
H: 1.60 2.12 2.69
H: 2.41 0.61 2.51
H: 2.80 1.63 3.91
H: 1.99 -1.32 4.25
H: 0.93 -1.03 5.59
H: 2.45 -0.12 5.40
H: -0.42 1.13 5.69
H: -0.19 2.43 4.45
H: 1.08 2.01 5.61

Calculated values
SMILES: CN(C)/C=N/C(=O)c1cc(C(=O)c2ccc(C(C)(C)C)cc2)c[nH]1
Orbital gap, eV: 9.031
M, g mol⁻¹: 325.4
Lowest unoccupied orbital energy, eV: 0.429
HOMO, Eh: -0.316
Multiplicity: 1

=====

Q) Formula: C19H23N3O2
Source: the OMol25 dataset
Level of theory: ωB97M-V/def2-TZVPD

Atoms and positions in Å:
C: 0.26 0.75 2.84
H: 0.76 1.67 3.13
H: 0.12 0.11 3.72
H: -0.71 1.01 2.40
O: 1.11 0.15 1.89
C: 0.66 -0.95 1.21
C: -0.53 -1.60 1.52
C: -0.96 -2.70 0.79
C: -0.18 -3.18 -0.24
C: 1.01 -2.55 -0.55
C: 1.46 -1.42 0.14
N: 2.66 -0.84 -0.27
C: 3.48 0.00 0.56
H: 3.29 -0.24 1.61
C: 3.24 1.52 0.29
N: 2.22 1.65 -0.73
C: 0.94 1.92 -0.30
O: 0.73 2.71 0.59
N: -0.06 1.25 -0.98
C: -1.41 1.22 -0.62
C: -2.13 0.08 -0.95
C: -3.47 -0.04 -0.62
C: -4.09 1.01 0.05
C: -3.37 2.15 0.37
C: -2.04 2.27 0.03
H: -1.48 3.15 0.29
H: -3.86 2.96 0.89
H: -5.13 0.93 0.32
C: -4.24 -1.28 -0.98
H: -4.75 -1.13 -1.94
H: -3.58 -2.13 -1.08
H: -5.00 -1.50 -0.23
H: -1.64 -0.74 -1.46
H: 0.23 0.43 -1.50
C: 2.57 0.96 -1.95
H: 3.48 1.44 -2.33
C: 2.85 -0.55 -1.67
H: 2.20 -1.17 -2.28
H: 3.89 -0.78 -1.94
H: 1.79 1.10 -2.69
H: 4.16 2.00 -0.06
H: 2.88 2.03 1.18
H: 4.53 -0.25 0.34
H: 1.63 -2.95 -1.34
H: -0.49 -4.05 -0.80
H: -1.89 -3.18 1.05
H: -1.14 -1.23 2.32

Calculated values
SMILES: COc1ccccc1N1CCN(C(=O)Nc2cccc(C)c2)CC1
Orbital gap, eV: 8.375
M, g mol⁻¹: 325.4
Lowest unoccupied orbital energy, eV: 0.754
HOMO, Eh: -0.280
Multiplicity: 1

=====

Most stable of them? Q).

=====

P) Formula: C3H10OS2
Source: the OMol25 dataset
Level of theory: ωB97M-V/def2-TZVPD

Atoms and positions in Å:
C: 0.67 1.74 0.52
C: 0.82 0.26 0.32
S: 0.74 -0.35 -1.41
S: -1.38 0.84 -1.68
C: -2.14 -0.03 -0.35
H: 0.88 2.08 1.54
H: -0.34 2.18 0.38
H: 1.38 2.31 -0.12
H: 1.83 -0.06 0.72
H: 0.12 -0.37 0.89
H: -1.94 0.16 0.72
H: -3.20 0.26 -0.28
H: -2.01 -1.11 -0.44
H: 1.91 -2.18 0.14
H: 1.25 -2.75 -0.96
O: 1.41 -3.00 -0.01

Calculated values
SMILES: CCSSC.O
Orbital gap, eV: 8.050
M, g mol⁻¹: 126.2
Lowest unoccupied orbital energy, eV: -1.016
HOMO, Eh: -0.333
Multiplicity: 1

=====

Q) Formula: C3H10OS2
Source: the OMol25 dataset
Level of theory: ωB97M-V/def2-TZVPD

Atoms and positions in Å:
C: 1.03 -0.56 -0.48
C: 1.74 0.78 -0.84
C: -0.45 -0.37 -0.89
S: -1.67 -1.23 0.32
S: -3.49 -0.41 -0.28
H: 1.38 -1.63 -0.80
H: 1.13 -0.83 0.60
H: 1.46 1.20 -1.77
H: 2.82 0.66 -0.87
H: 1.53 1.46 -0.10
H: -0.77 0.72 -0.92
H: -0.78 -0.69 -1.87
H: -2.98 0.04 -1.42
H: 0.22 -0.19 3.35
H: -0.90 0.77 3.24
O: -0.28 0.29 2.72

Calculated values
SMILES: CCCSS.O
Orbital gap, eV: 8.374
M, g mol⁻¹: 126.2
Lowest unoccupied orbital energy, eV: 0.668
HOMO, Eh: -0.283
Multiplicity: 1

=====

R) Formula: C3H10OS2
Source: the OMol25 dataset
Level of theory: ωB97M-V/def2-TZVPD

Atoms and positions in Å:
C: 2.74 1.14 -1.11
S: 1.27 0.88 -0.09
S: 1.89 -0.91 0.73
H: 3.66 1.17 -0.55
H: 2.80 0.37 -1.88
H: 2.59 2.08 -1.66
H: 2.87 -0.37 1.52
C: -2.86 -0.78 0.26
O: -4.13 -0.81 -0.38
C: -2.09 0.53 0.08
H: -2.27 -1.62 -0.11
H: -3.09 -0.86 1.32
H: -3.99 -1.07 -1.29
H: -2.14 1.01 -0.89
H: -1.08 0.31 0.44
H: -2.58 1.23 0.76

Calculated values
SMILES: CCO.CSS
Orbital gap, eV: 9.537
M, g mol⁻¹: 126.2
Lowest unoccupied orbital energy, eV: 0.476
HOMO, Eh: -0.333
Multiplicity: 1

=====

Most stable of them? R).

=====

P) Formula: C3H11NO2
Source: the OMol25 dataset
Level of theory: ωB97M-V/def2-TZVPD

Atoms and positions in Å:
C: -2.20 0.83 1.79
O: -3.58 1.23 1.75
C: -1.72 -0.16 0.72
H: -1.54 1.68 2.00
H: -2.16 0.23 2.70
H: -3.77 1.34 0.81
H: -2.24 0.11 -0.20
H: -0.63 -0.09 0.67
H: -1.95 -1.19 0.98
N: 3.37 -1.13 -0.82
C: 2.06 -1.03 -1.42
O: 1.88 0.26 -1.88
H: 4.19 -1.04 -1.41
H: 3.48 -0.52 0.00
H: 1.98 -1.76 -2.24
H: 1.22 -1.34 -0.80
H: 2.63 0.65 -2.39

Calculated values
Orbital gap (spin up / spin down), eV: 8.375 / 2.700
M, g mol⁻¹: 93.1
Lowest unoccupied orbital energy (spin up / spin down), eV: -4.162 / -9.837
HOMO (spin up / spin down), Eh: -0.461 / -0.461
Multiplicity: 2
Net charge: +1

=====

Q) Formula: C3H11NO2
Source: the OMol25 dataset
Level of theory: ωB97M-V/def2-TZVPD

Atoms and positions in Å:
N: -0.44 2.13 -0.86
C: -0.78 0.78 -0.48
C: -2.36 -0.72 -1.58
C: -2.16 0.45 -0.99
H: -0.91 2.95 -0.47
H: -0.28 2.32 -1.86
H: -0.56 0.71 0.58
H: -0.05 0.15 -0.99
H: -3.31 -1.15 -1.88
H: -1.59 -1.47 -1.70
H: -2.95 1.20 -0.92
H: 1.61 -0.99 2.75
H: 2.43 0.06 1.89
O: 2.07 -0.14 2.77
H: 2.95 -2.06 -0.24
H: 2.15 -2.88 0.75
O: 2.41 -1.97 0.56

Calculated values
Orbital gap (spin up / spin down), eV: 10.246 / 5.025
M, g mol⁻¹: 93.1
Lowest unoccupied orbital energy (spin up / spin down), eV: -3.474 / -8.696
HOMO (spin up / spin down), Eh: -0.504 / -0.504
Multiplicity: 2
Net charge: +1

=====

Most stable of them? Q).